# C5H13N3

A cluster of 2 separate species, C5H13N3 in total at a distorted geometry (ωB97M-V with the def2-TZVPD basis set, the Open Molecules 2025 dataset).

Output
spin multiplicity	3
energy	-9859.792	eV
LUMO energy (alpha / beta)	1.06 / -0.72	eV
charge	0
energy above the lowest of the compared OMol25 structures with the same formula, charge and spin	132.53	kJ/mol
maximum force	8.18	eV/Å
HOMO-LUMO gap (alpha / beta)	0.2361 / 0.3015	hartree
⟨S²⟩	2.01

Last column: Mulliken spin population.
Geometry (Å):
C  -2.83  0.28  -0.46  0.82
C  2.70  0.21  -0.99  0.01
C  3.00  -0.81  0.09  0.00
C  -1.35  2.01  0.21  0.02
C  -0.84  -1.71  0.34  -0.02
N  1.56  0.64  -1.25  0.02
N  -1.67  0.49  0.05  0.34
N  -0.65  -0.26  0.29  0.75
H  -3.25  -0.74  -0.53  0.01
H  -3.46  0.97  -0.96  0.01
H  3.53  0.51  -1.67  0.00
H  3.97  -0.63  0.54  0.00
H  2.99  -1.82  -0.28  0.00
H  2.30  -0.59  0.90  0.00
H  -2.08  2.46  0.78  -0.02
H  -0.28  2.01  0.72  0.00
H  -1.21  2.41  -0.81  -0.01
H  -1.08  -2.05  -0.66  0.02
H  0.12  -2.12  0.48  0.00
H  -1.51  -1.97  1.21  0.03
H  0.83  0.39  -0.64  0.00

# C5H14

A cluster of 2 separate species, C5H14 in total at a distorted geometry (ωB97M-V with the def2-TZVPD basis set, the Open Molecules 2025 dataset).

Output
spin multiplicity	2
energy	-5400.497	eV
LUMO energy (alpha / beta)	-3.11 / -11.16	eV
charge	+1
energy above the lowest of the compared OMol25 structures with the same formula, charge and spin	58.73	kJ/mol
maximum force	2.66	eV/Å
HOMO-LUMO gap (alpha / beta)	0.4314 / 0.1351	hartree
⟨S²⟩	0.75

Last column: Mulliken spin population.
Geometry (Å):
C  0.93  1.77  -1.07  0.01
C  1.36  3.24  -1.18  0.01
H  -0.15  1.58  -1.13  0.00
H  1.30  1.04  -1.81  0.00
H  1.31  1.38  -0.12  0.01
H  1.69  3.55  -2.16  0.00
H  0.51  3.88  -0.91  0.00
H  2.10  3.47  -0.41  0.00
C  -0.58  -1.21  0.85  0.11
C  -0.26  -2.39  1.71  0.09
C  -1.55  -1.55  -0.27  0.16
H  -0.89  -0.36  1.48  0.06
H  0.42  -0.83  0.41  0.25
H  0.13  -3.27  1.20  0.01
H  -2.44  -2.02  0.16  0.07
H  -1.68  -0.67  -0.89  0.01
H  -1.19  -2.36  -0.95  0.04
H  0.44  -2.09  2.49  0.05
H  -1.15  -2.72  2.35  0.11

# C26H55NO45S11

A structure of composition C26H55NO45S11 at a distorted geometry (ωB97M-V with the def2-TZVPD basis set, the Open Molecules 2025 dataset).

Output
energy	-240657.096	eV
LUMO energy	0.17	eV
charge	0
maximum force	3.76	eV/Å
HOMO-LUMO gap	0.3625	hartree

Last column: Löwdin charge in e.
Geometry (Å):
C  11.41  13.75  21.43  -0.05
C  12.76  14.09  22.02  -0.43
C  13.37  15.31  21.36  -0.22
O  14.01  14.99  20.13  -0.18
C  14.51  16.16  19.52  -0.12
N  12.69  14.28  23.51  0.04
H  11.41  13.98  20.37  0.06
H  10.74  14.39  21.99  0.07
H  11.01  12.73  21.70  0.11
H  13.49  13.30  21.86  0.14
H  14.16  15.64  22.07  0.13
H  12.63  16.11  21.32  0.13
H  14.81  16.08  18.39  0.08
H  15.37  16.59  20.07  0.10
H  13.73  16.91  19.52  0.07
H  13.62  14.29  23.91  0.06
H  12.31  15.21  23.68  0.06
C  14.40  14.41  11.75  -0.11
C  14.37  14.03  10.24  -0.10
O  15.67  14.40  9.68  -0.17
S  16.69  14.34  10.91  0.59
O  17.74  15.27  10.56  -0.23
O  17.05  12.97  11.15  -0.22
O  15.75  14.95  11.99  -0.19
H  14.17  13.62  12.43  0.09
H  13.72  15.22  11.91  0.10
H  13.74  14.70  9.72  0.12
H  14.15  12.94  10.20  0.15
C  16.66  18.19  10.62  -0.14
C  16.12  18.01  12.02  -0.11
O  14.67  17.82  11.78  -0.22
S  14.20  18.81  10.62  0.58
O  13.88  20.07  11.14  -0.21
O  13.32  18.10  9.81  -0.19
O  15.69  19.05  9.92  -0.19
H  16.65  17.25  10.03  0.12
H  17.66  18.66  10.66  0.15
H  16.29  18.93  12.55  0.13
H  16.43  17.10  12.51  0.10
C  16.33  17.61  16.84  -0.12
C  17.29  18.86  16.72  -0.10
O  16.56  19.88  15.97  -0.19
S  15.03  19.69  16.29  0.61
O  14.15  19.96  15.19  -0.24
O  14.75  20.28  17.55  -0.20
O  15.05  18.08  16.36  -0.21
H  16.22  17.26  17.88  0.10
H  16.69  16.81  16.21  0.09
H  18.28  18.53  16.22  0.14
H  17.45  19.46  17.61  0.12
C  16.52  8.66  13.96  -0.16
C  17.28  9.42  12.88  -0.17
O  16.27  9.74  11.98  -0.14
S  15.15  10.29  12.88  0.57
O  14.00  10.44  12.09  -0.19
O  15.59  11.50  13.52  -0.22
O  15.18  9.00  13.78  -0.14
H  16.80  8.92  14.96  0.11
H  16.65  7.58  13.86  0.14
H  17.96  8.78  12.36  0.14
H  17.72  10.29  13.36  0.12
C  11.56  11.89  13.20  -0.10
C  11.04  11.19  11.98  -0.15
O  10.97  12.25  11.01  -0.19
S  10.38  13.55  11.67  0.57
O  8.94  13.72  11.61  -0.23
O  11.23  14.57  11.21  -0.22
O  10.74  13.13  13.13  -0.23
H  12.57  12.25  13.25  0.08
H  11.12  11.49  14.12  0.15
H  10.03  10.75  12.09  0.15
H  11.67  10.45  11.49  0.12
C  9.59  20.97  17.83  -0.17
C  8.61  19.77  17.75  -0.10
O  9.60  18.72  17.76  -0.20
S  10.83  19.01  18.66  0.60
O  12.02  18.52  18.01  -0.24
O  10.64  18.50  19.95  -0.22
O  10.58  20.65  18.79  -0.16
H  9.14  21.81  18.26  0.12
H  10.07  21.18  16.88  0.11
H  8.16  19.87  16.79  0.10
H  7.92  19.65  18.56  0.13
C  9.96  13.34  17.67  -0.15
C  9.09  14.44  18.28  -0.10
O  7.71  13.85  18.24  -0.19
S  7.87  12.33  18.57  0.56
O  7.05  11.68  17.58  -0.23
O  7.70  12.05  19.96  -0.23
O  9.40  12.15  18.27  -0.19
H  11.00  13.46  17.97  0.12
H  9.91  13.37  16.56  0.14
H  9.05  15.34  17.70  0.12
H  9.28  14.77  19.31  0.13
C  18.21  13.59  14.29  -0.10
C  19.30  13.93  13.29  -0.13
O  19.66  15.27  13.63  -0.18
S  18.78  15.90  14.76  0.53
O  18.39  17.21  14.33  -0.23
O  19.49  15.72  15.97  -0.21
O  17.58  14.90  14.67  -0.21
H  18.56  13.05  15.25  0.13
H  17.27  13.08  13.85  0.13
H  18.99  14.07  12.27  0.09
H  20.17  13.28  13.35  0.14
C  11.30  16.86  14.79  -0.05
C  12.62  17.34  14.14  -0.11
O  13.46  16.18  14.09  -0.18
S  12.93  15.09  15.05  0.55
O  13.35  15.45  16.38  -0.23
O  13.37  13.82  14.59  -0.21
O  11.43  15.39  14.95  -0.17
H  10.47  17.11  14.16  0.11
H  11.26  17.17  15.77  0.08
H  13.20  18.02  14.76  0.10
H  12.50  17.79  13.19  0.11
C  11.07  20.72  12.06  -0.15
C  11.81  21.09  13.31  -0.09
O  11.04  20.39  14.42  -0.23
S  9.51  20.18  13.93  0.65
O  8.65  20.95  14.78  -0.23
O  9.28  18.79  13.74  -0.23
O  9.67  20.87  12.46  -0.18
H  11.28  19.71  11.69  0.12
H  11.32  21.28  11.18  0.13
H  11.80  22.12  13.60  0.13
H  12.82  20.65  13.45  0.10
C  15.08  12.91  17.71  -0.09
C  16.35  13.75  18.18  -0.09
O  17.53  13.11  17.56  -0.19
S  17.06  11.60  17.34  0.56
O  16.92  11.02  18.62  -0.20
O  17.76  10.97  16.25  -0.24
O  15.63  11.88  16.84  -0.19
H  14.43  13.55  17.08  0.10
H  14.54  12.49  18.52  0.11
H  16.43  13.75  19.24  0.11
H  16.38  14.74  17.78  0.09

> Look up the charge of the first one.

0

Copy entry 1 word for word.
# C5H13N3

A cluster of 2 separate species, C5H13N3 in total at a distorted geometry (ωB97M-V with the def2-TZVPD basis set, the Open Molecules 2025 dataset).

Output
spin multiplicity	3
energy	-9859.792	eV
LUMO energy (alpha / beta)	1.06 / -0.72	eV
charge	0
energy above the lowest of the compared OMol25 structures with the same formula, charge and spin	132.53	kJ/mol
maximum force	8.18	eV/Å
HOMO-LUMO gap (alpha / beta)	0.2361 / 0.3015	hartree
⟨S²⟩	2.01

Last column: Mulliken spin population.
Geometry (Å):
C  -2.83  0.28  -0.46  0.82
C  2.70  0.21  -0.99  0.01
C  3.00  -0.81  0.09  0.00
C  -1.35  2.01  0.21  0.02
C  -0.84  -1.71  0.34  -0.02
N  1.56  0.64  -1.25  0.02
N  -1.67  0.49  0.05  0.34
N  -0.65  -0.26  0.29  0.75
H  -3.25  -0.74  -0.53  0.01
H  -3.46  0.97  -0.96  0.01
H  3.53  0.51  -1.67  0.00
H  3.97  -0.63  0.54  0.00
H  2.99  -1.82  -0.28  0.00
H  2.30  -0.59  0.90  0.00
H  -2.08  2.46  0.78  -0.02
H  -0.28  2.01  0.72  0.00
H  -1.21  2.41  -0.81  -0.01
H  -1.08  -2.05  -0.66  0.02
H  0.12  -2.12  0.48  0.00
H  -1.51  -1.97  1.21  0.03
H  0.83  0.39  -0.64  0.00